[1]
A gas-phase ion, C18H39IN8O2PS2 (charge +1). Source: the Open Molecules 2025 dataset; level of theory: the ωB97M-V functional and the def2-TZVPD basis.

## Properties
E_LUMO (eV): -4.4
Frontier orbital gap (eV): 6.00
Multiplicity: 1
HOMO (eV): -10.43
Net charge: +1
SMILES: [H]/N=C(/C)C[C@]1([C@H](I)CC)O[C@@](CCCOC)([PH2]=S)N(N=C(C)C)C(NCC(N)(N)N)=[N+]1S
Calculated total energy (eV): -74361.1261

```
71
Properties=species:S:1:pos:R:3:forces:R:3
H -1.360083 -4.275143 1.007560 0.04 -0.53 -0.07
N -1.049085 -4.454506 0.044341 -0.47 1.90 0.22
C -1.133184 -3.323821 -0.564711 0.50 -0.77 -1.29
C -0.714966 -3.379126 -2.084437 -1.15 -0.99 0.73
C -1.641393 -1.965873 -0.012635 0.76 0.27 -0.84
C -0.989009 -1.399856 1.329878 -3.82 -0.38 -0.07
C -1.844111 -2.025211 2.530220 1.04 1.07 0.99
I -3.712530 -0.843368 2.657988 0.12 -0.87 -0.13
C -1.218456 -1.943481 3.963098 -1.31 -0.87 1.09
C -2.206300 -2.740354 4.945079 1.54 -0.06 0.42
O -1.370516 0.006147 1.263931 2.46 -0.44 -0.22
C -0.324704 0.919767 1.418892 -0.72 3.08 -0.40
C -0.925322 2.315496 0.922338 -0.27 -0.46 -1.30
C -1.092375 2.306334 -0.656299 -1.43 0.59 0.27
C -1.818178 3.633191 -1.108461 1.02 -0.34 0.35
O -2.249830 3.565288 -2.469173 0.19 0.77 0.53
C -2.824483 4.839449 -2.795026 -0.55 0.77 -0.45
P 0.161494 1.294745 3.249630 -1.67 0.71 0.77
S -1.501284 1.905483 4.120599 0.60 -0.45 -0.03
N 0.886065 0.727309 0.541490 -1.35 -0.79 0.18
N 1.980155 0.984864 1.429535 2.28 -2.30 -1.11
C 3.105731 1.227344 0.780627 1.08 0.31 0.21
C 3.408946 2.456735 -0.117602 -0.59 -1.57 -1.11
C 4.265341 0.184019 0.980257 -0.51 1.38 1.18
C 1.014577 -0.721558 0.352674 -0.68 0.77 1.15
N 1.526395 -1.187696 -0.742340 0.08 0.30 0.67
C 2.038596 -0.365190 -1.851188 0.20 -0.25 -1.50
C 1.157856 -0.471708 -3.167849 0.30 1.96 -1.04
N -0.273079 -0.177710 -2.903528 0.61 -0.73 -0.19
N 1.393333 -1.707411 -3.922238 -0.56 0.68 0.41
N 1.688272 0.645795 -4.027730 0.73 -0.28 0.84
N 0.476482 -1.468572 1.441849 -0.62 0.75 -1.36
S 1.264863 -2.950381 1.789259 1.62 -1.41 0.16
H -1.108368 -4.368917 -2.441617 0.50 0.83 0.29
H 0.387976 -3.428727 -2.212110 -0.77 0.37 -0.05
H -1.222751 -2.605392 -2.695772 0.73 -0.26 0.50
H -1.445625 -1.178244 -0.794204 -0.11 -0.80 0.62
H -2.761454 -2.019052 0.054434 1.02 0.13 0.38
H -2.208226 -3.060146 2.355768 0.45 0.75 -0.21
H -1.148669 -0.921956 4.401720 -0.04 -0.51 -0.79
H -0.229102 -2.438969 4.096862 -0.55 0.40 -0.62
H -2.657012 -3.619080 4.428939 0.02 0.77 0.41
H -2.942194 -2.074471 5.441048 0.28 -0.58 -0.64
H -1.551087 -3.156291 5.759280 -0.75 0.32 -0.60
H -0.254530 3.158036 1.211757 -0.51 -0.58 0.03
H -1.959983 2.466424 1.318522 1.14 -0.16 0.15
H -0.120235 2.226130 -1.193334 -0.72 -0.06 0.39
H -1.806058 1.478799 -0.921730 0.97 0.45 0.11
H -2.693600 3.877958 -0.455090 0.69 -0.25 -0.29
H -1.046951 4.448282 -1.036678 -0.77 -0.36 0.17
H -2.700013 5.083405 -3.879416 -0.04 -0.58 0.84
H -3.919830 4.873521 -2.556469 0.84 -0.20 -0.14
H -2.352448 5.683517 -2.228841 -0.17 -0.77 -0.36
H 0.711358 0.144730 3.879731 0.32 0.47 -0.46
H 1.031256 2.435078 3.319684 0.13 -1.07 -0.40
H 4.206053 3.094964 0.330826 -0.71 -0.57 0.00
H 2.485663 3.028851 -0.358290 0.69 -0.27 0.35
H 3.841039 2.057118 -1.079254 -0.24 0.58 0.76
H 4.109450 -0.614733 0.211016 0.08 0.74 0.43
H 4.130085 -0.299542 1.983897 0.19 0.39 -0.89
H 5.275347 0.642465 0.886408 -0.68 -0.50 -0.04
H 1.575576 -2.207635 -0.836605 -0.04 0.24 -0.05
H 3.054714 -0.756976 -2.107640 -0.80 0.43 0.21
H 2.096935 0.720659 -1.625421 -0.15 -1.06 0.45
H -0.746345 -0.341874 -3.799998 -0.09 -0.09 0.46
H -0.323940 0.839322 -2.802874 -0.15 -0.37 0.22
H 2.275977 -1.548260 -4.417784 -0.25 -0.19 0.22
H 0.680839 -1.707979 -4.660390 0.26 -0.42 0.25
H 1.108994 0.759692 -4.856329 0.09 -0.08 0.15
H 1.688565 1.529252 -3.518104 -0.11 -0.08 -0.27
H 0.419374 -3.810964 2.452036 -0.23 1.13 -0.67
```
Forces are in eV/Å.



[2]
A gas-phase ion, C9H11Cl2F3NO5S (charge -1). Source: the Open Molecules 2025 dataset; level of theory: the ωB97M-V functional and the def2-TZVPD basis.

## Properties
E_LUMO (eV): 2.3
Frontier orbital gap (eV): 6.90
Multiplicity: 1
HOMO (eV): -4.64
Net charge: -1
SMILES: C/C(Cl)=C(\Cl)N(CCCS(=O)(=O)O)[C@@H](C(=O)[O-])C(F)(F)F
Calculated total energy (eV): -65264.5265

```
32
Properties=species:S:1:pos:R:3:forces:R:3
C 0.197081 4.129397 -0.309622 0.27 -0.21 -0.73
C -0.191847 2.527596 -0.473767 -0.81 -1.23 2.82
Cl 0.061034 1.833322 -2.210479 -0.42 1.03 2.94
C -0.705049 1.644539 0.605867 1.19 1.25 -3.39
Cl -0.980655 2.443532 2.297479 0.36 -1.10 -2.20
N -1.036968 0.179664 0.516513 1.45 2.40 -1.20
C 0.133119 -0.702911 0.193572 1.51 -1.61 0.95
C 1.447482 -0.463566 1.198905 -0.88 0.03 0.34
C 2.501616 -1.732170 1.140338 -0.60 1.36 1.16
S 2.853406 -2.372064 -0.585464 1.03 -7.82 -2.88
O 1.682238 -3.216254 -1.158410 3.27 4.31 2.26
O 4.084448 -3.355838 -0.491505 -3.66 4.77 0.18
O 3.316051 -1.166533 -1.708552 -2.02 -0.26 2.16
C -2.289078 -0.127524 -0.249341 -1.57 1.23 -0.05
C -2.119467 -1.027693 -1.600479 -0.24 -2.69 -7.46
O -1.896809 -2.341155 -1.680952 -0.83 6.28 2.21
O -2.293075 -0.318196 -2.911659 0.75 -2.26 7.35
C -3.376644 -0.750697 0.849842 0.43 -1.18 1.17
F -4.402926 0.270553 1.260726 2.91 -3.53 -1.19
F -4.016589 -2.008848 0.400845 1.58 4.45 1.89
F -2.587168 -1.086337 2.093652 -3.11 0.70 -3.33
H 0.295945 4.487590 0.799213 -0.48 -1.04 -2.09
H 1.242651 4.377762 -0.829672 -2.32 -0.90 1.02
H -0.609384 4.778422 -0.878379 1.56 -1.42 1.24
H 0.549653 -0.632411 -0.896183 -1.24 -0.09 1.75
H -0.210847 -1.825880 0.402460 0.61 2.49 -0.83
H 1.979022 0.568795 0.990709 -0.98 -2.18 0.29
H 1.035736 -0.434281 2.308031 0.91 -0.02 -2.22
H 2.046932 -2.642778 1.761590 1.13 1.78 -1.87
H 3.526692 -1.403963 1.604452 -1.90 -0.81 -1.10
H 2.526030 -0.548011 -1.856802 1.17 -1.19 0.22
H -2.762626 0.915944 -0.582921 0.96 -2.53 0.60
```
Forces are in eV/Å.



[3]
A molecular structure, C5H9N2. Source: the Open Molecules 2025 dataset; level of theory: the ωB97M-V functional and the def2-TZVPD basis.

## Properties
E_LUMO (alpha / beta) (eV): -6.5 / -6.1
Frontier orbital gap (alpha / beta) (eV): 7.47 / 9.01
Multiplicity: 1
HOMO (alpha / beta) (eV): -14.00 / -15.10
Relative energy (zero: lowest compared OMol25 entry of this formula, charge and spin) (kJ/mol): 616.02
Net charge: +1
Calculated total energy (eV): -8299.3477

```
16
Properties=species:S:1:pos:R:3:forces:R:3
C 1.908480 0.161470 0.138384 -1.68 -0.47 -0.85
C 0.711479 0.858826 -0.005414 -2.38 -5.06 0.35
C 0.561609 -1.658570 -0.176133 0.54 -0.42 1.09
C 0.108758 2.143962 -0.138580 2.60 1.92 3.02
C -1.812149 -0.757333 0.146814 -1.32 -2.31 0.49
N 1.879334 -1.160922 -0.030811 0.57 1.37 1.00
N -0.428670 -0.704324 -0.048723 3.61 5.57 -1.87
H 2.763989 0.797397 0.285068 0.78 -0.49 -0.07
H 0.709377 -2.294473 -1.056315 -0.97 0.04 -0.56
H 0.322389 -2.362937 0.634317 0.61 -0.53 0.14
H -0.369601 2.226767 -1.025468 -1.78 0.27 -2.88
H 0.944675 2.973650 -0.146114 -1.46 -1.61 0.20
H -0.578471 2.340817 0.700825 0.18 0.06 -0.28
H -2.491471 -0.091410 -0.340177 0.40 1.28 -0.42
H -1.968430 -0.748901 1.210748 -0.39 0.43 0.72
H -2.261301 -1.724024 -0.148425 0.69 -0.03 -0.07
```
Forces are in eV/Å.



> Number 2 is which compound?

C9H11Cl2F3NO5S



> What is the net charge in the third record?

+1



> Which value of calculated total energy does entry 2 give?

-65264.5265 eV